--- w ---
{"formula": "C10H15NO", "method": "ωB97M-V with the def2-TZVPD basis set", "orbital_gap_ev": 9.823, "lumo_energy_ev": 0.690, "charge": 0, "symbols": ["C", "C", "C", "C", "C", "C", "C", "H", "H", "H", "H", "H", "H", "H", "H", "C", "C", "C", "N", "O", "H", "H", "H", "H", "H", "H", "H"], "coordinates": [[3.5258, -0.8422, 0.5967], [2.2242, -1.5997, 0.6803], [2.1697, -2.8894, 0.1443], [1.0689, -3.6955, 0.3625], [-0.0329, -3.1996, 1.0640], [0.0153, -1.9128, 1.5690], [1.1784, -1.1544, 1.4789], [3.8043, -0.6468, -0.4413], [4.3589, -1.3777, 1.0481], [3.4196, 0.1479, 1.0473], [2.9974, -3.3144, -0.4077], [1.0273, -4.6935, -0.0172], [-0.9682, -3.7219, 0.9645], [-0.8270, -1.5223, 2.1231], [1.1734, -0.1283, 1.8335], [-1.1324, 2.9053, 0.1857], [-1.9243, 3.3095, -1.0725], [-3.1030, 2.3773, -1.3647], [-2.8585, 1.4911, -2.3963], [-4.1498, 2.3461, -0.7544], [-1.2834, 3.7165, 0.8899], [-0.0917, 2.6985, -0.0517], [-1.5268, 2.0244, 0.6603], [-2.1730, 4.3654, -1.0613], [-1.3721, 3.2245, -2.0023], [-3.6235, 0.8524, -2.5400], [-1.8965, 1.2394, -2.5388]]}

---

--- x ---
{"formula": "C10H15NO", "method": "ωB97M-V with the def2-TZVPD basis set", "orbital_gap_ev": 9.711, "lumo_energy_ev": 0.700, "charge": 0, "symbols": ["C", "C", "C", "C", "C", "C", "C", "H", "H", "H", "H", "H", "H", "H", "H", "C", "C", "C", "N", "O", "H", "H", "H", "H", "H", "H", "H"], "coordinates": [[-2.7656, 0.2481, 1.7975], [-1.7149, 1.3055, 1.5041], [-1.6604, 2.0213, 0.3005], [-0.4745, 2.6495, -0.0697], [0.6614, 2.4519, 0.7213], [0.4651, 2.1375, 2.0288], [-0.7547, 1.5018, 2.4576], [-3.2420, 0.2643, 2.7826], [-2.2884, -0.7346, 1.7482], [-3.6173, 0.2487, 1.1113], [-2.4544, 2.0957, -0.4314], [-0.4952, 3.2446, -0.9670], [1.6827, 2.6164, 0.3954], [1.2379, 1.9502, 2.7687], [-0.8107, 1.3101, 3.5177], [0.8792, -3.1839, -1.3108], [1.6684, -1.9852, -0.7480], [1.9942, -0.9305, -1.7946], [1.0636, -0.6235, -2.7639], [3.1813, -0.7717, -2.0543], [1.4181, -3.6885, -2.1168], [-0.0119, -2.8715, -1.8464], [0.6616, -3.8415, -0.4678], [1.2446, -1.5162, 0.1391], [2.5987, -2.3829, -0.3502], [1.4061, -0.5525, -3.6935], [0.1271, -0.9630, -2.6585]]}

---

--- y ---
{"formula": "C10H15NO", "method": "ωB97M-V with the def2-TZVPD basis set", "orbital_gap_ev": 10.022, "lumo_energy_ev": 0.737, "charge": 0, "symbols": ["C", "C", "C", "C", "C", "C", "C", "H", "H", "H", "H", "H", "H", "H", "H", "C", "C", "C", "N", "O", "H", "H", "H", "H", "H", "H", "H"], "coordinates": [[-1.1974, -1.8144, -2.0476], [-1.3927, -1.6186, -0.5555], [-1.3649, -2.7200, 0.2772], [-1.4241, -2.6108, 1.6640], [-1.4428, -1.3474, 2.2082], [-1.4374, -0.2413, 1.3643], [-1.3963, -0.3314, -0.0153], [-0.2052, -1.4370, -2.2861], [-1.8062, -1.0612, -2.5737], [-1.4077, -2.8156, -2.3964], [-1.2957, -3.7006, -0.1744], [-1.4593, -3.5147, 2.2512], [-1.6096, -1.1814, 3.2606], [-1.3217, 0.7086, 1.8886], [-1.3942, 0.5159, -0.6909], [1.8105, 0.6729, -0.8683], [2.3022, 2.1286, -0.8169], [1.9458, 2.8664, 0.4454], [0.7015, 2.6728, 0.9644], [2.7388, 3.6270, 0.9709], [0.9004, 0.5050, -1.4476], [1.5534, 0.3307, 0.1400], [2.5878, -0.0009, -1.2329], [3.3857, 2.1882, -0.8869], [1.8218, 2.7117, -1.6067], [0.4178, 3.2929, 1.7051], [-0.0105, 2.1746, 0.4593]]}

---

Relative energy of each structure, in eV: w 0.243; x 1.138; y 0.000.

---

--- w ---
{"formula": "H2S", "method": "ωB97M-V with the def2-TZVPD basis set", "orbital_gap_ev": 8.484, "lumo_energy_ev": -1.342, "charge": 0, "symbols": ["S", "H", "H"], "coordinates": [[-1.2338, 0.0771, -0.0016], [0.5696, 1.0616, 0.0180], [-0.6471, -1.0794, -0.0177]]}

---

--- x ---
{"formula": "H2S", "method": "ωB97M-V with the def2-TZVPD basis set", "orbital_gap_ev": 10.768, "lumo_energy_ev": 0.968, "charge": 0, "symbols": ["S", "H", "H"], "coordinates": [[0.0000, 0.7007, 0.0000], [0.9174, -0.3550, 0.0000], [-0.9174, -0.3458, 0.0000]]}

---

Relative energy of each structure, in eV: w 2.399; x 0.000.

---

--- w ---
{"formula": "CH4NOPS", "method": "ωB97M-V with the def2-TZVPD basis set", "orbital_gap_ev": [7.444, 7.018], "lumo_energy_ev": [-1.032, -1.107], "charge": 0, "symbols": ["H", "P", "N", "S", "H", "C", "O", "H", "H"], "coordinates": [[-1.4008, 0.6344, -0.7796], [-0.9100, -0.5321, -1.3353], [-0.6123, -1.2172, 0.0671], [-0.9790, -0.8519, 1.6280], [-0.4987, -2.2102, -0.0456], [1.1485, 1.0625, 0.1565], [0.7073, 0.9106, 1.2709], [0.6251, 1.7488, -0.5537], [1.9199, 0.4550, -0.4084]]}

---

--- x ---
{"formula": "CH4NOPS", "method": "ωB97M-V with the def2-TZVPD basis set", "orbital_gap_ev": 9.390, "lumo_energy_ev": 0.484, "charge": 0, "symbols": ["O", "C", "P", "N", "S", "H", "H", "H", "H"], "coordinates": [[-0.1843, 1.5213, 0.9030], [0.3495, 0.5483, 0.4284], [2.0776, 0.0360, -0.0875], [-0.7264, -0.3819, -0.4381], [-2.3812, 0.0238, -0.2055], [2.4651, 0.0839, 1.1705], [1.6558, -1.2863, -0.2552], [-0.5525, -1.4103, -0.3280], [-2.7035, 0.8651, -1.1876]]}

---

--- y ---
{"formula": "CH4NOPS", "method": "ωB97M-V with the def2-TZVPD basis set", "orbital_gap_ev": 8.853, "lumo_energy_ev": 0.523, "charge": 0, "symbols": ["C", "N", "O", "P", "S", "H", "H", "H", "H"], "coordinates": [[-0.5387, -0.9313, 0.1385], [0.8377, 1.2980, -0.0449], [0.7586, -1.2003, -0.3715], [-0.8445, 0.9054, -0.1617], [1.9147, -0.0156, -0.0181], [-1.3086, -1.3754, -0.4430], [-0.6636, -1.0981, 1.3167], [0.8307, 1.6837, 1.1759], [-0.9862, 0.7336, -1.5920]]}

---

Relative energy of each structure, in eV: w 1.255; x 0.000; y 0.633.

---

--- w ---
{"formula": "C9H7BrOS2", "method": "ωB97M-V with the def2-TZVPD basis set", "orbital_gap_ev": 9.080, "lumo_energy_ev": 0.153, "charge": 0, "symbols": ["C", "C", "C", "C", "C", "C", "C", "C", "C", "O", "S", "S", "Br", "H", "H", "H", "H", "H", "H", "H"], "coordinates": [[-0.8589, -0.9308, -3.1636], [-0.2111, -0.7586, -1.8867], [-2.0865, -0.3867, -3.3030], [-1.0820, 0.0069, -1.0906], [0.3446, 1.5034, 0.4587], [1.2745, 1.2862, 1.3530], [1.4963, -0.3248, 3.4854], [-0.8434, 0.5474, 0.2409], [1.0938, -0.2288, 2.0686], [0.7765, -0.7229, 4.3366], [-2.5198, 0.4877, -1.8573], [-0.4953, -0.8892, 1.5771], [2.6779, -1.3142, 1.3781], [-0.4507, -1.8210, -3.7686], [0.4956, -1.4483, -1.6294], [-2.7887, -0.2837, -4.1696], [0.2713, 2.4181, -0.2145], [2.2122, 1.7662, 1.8284], [2.4051, 0.1256, 3.7010], [-1.7114, 0.9675, 0.6554]]}

---

--- x ---
{"formula": "C9H7BrOS2", "method": "ωB97M-V with the def2-TZVPD basis set", "orbital_gap_ev": 7.918, "lumo_energy_ev": -1.045, "charge": 0, "symbols": ["O", "C", "C", "Br", "C", "C", "S", "C", "C", "C", "C", "C", "S", "H", "H", "H", "H", "H", "H", "H"], "coordinates": [[-2.6487, -2.3397, -0.8108], [-3.6385, -1.7329, -0.6098], [-3.6598, -0.3889, -0.2927], [-5.5078, 0.3358, -0.2413], [-2.5883, 0.4786, 0.0192], [-1.1159, 0.1967, 0.2500], [-0.7788, -0.6952, 1.8072], [-0.3278, -1.0241, 0.0486], [1.0980, -0.7645, -0.2116], [1.9688, -0.3273, 0.7563], [3.2290, 0.0896, 0.2085], [3.3208, -0.1707, -1.1145], [1.8368, -0.8011, -1.7675], [-4.6734, -2.0854, -0.8429], [-2.6650, 1.5257, -0.0442], [-0.5397, 1.0038, 0.0433], [-0.8328, -1.9660, -0.3591], [1.6876, -0.1733, 1.7856], [4.1766, 0.2947, 0.7134], [4.2103, 0.0023, -1.8409]]}

---

Relative energy of each structure, in eV: w 0.000; x 0.301.

---

--- w ---
{"formula": "CH2FO4S", "method": "ωB97M-V with the def2-TZVPD basis set", "orbital_gap_ev": 9.940, "lumo_energy_ev": 4.001, "charge": -1, "symbols": ["C", "O", "O", "O", "O", "F", "S", "H", "H"], "coordinates": [[0.2113, -0.8136, -0.3999], [-2.4789, -0.9802, 0.3125], [-1.8132, 0.7815, -1.1627], [-1.1895, 0.9986, 1.3409], [0.3865, -1.9704, -0.1413], [1.3032, 0.4010, 0.8128], [-1.4649, -0.0256, 0.0092], [0.6634, -0.1172, -1.1402], [-0.2814, 0.8992, 1.4116]]}

---

--- x ---
{"formula": "CH2FO4S", "method": "ωB97M-V with the def2-TZVPD basis set", "orbital_gap_ev": 9.160, "lumo_energy_ev": 4.142, "charge": -1, "symbols": ["C", "O", "O", "O", "O", "F", "S", "H", "H"], "coordinates": [[1.4869, -0.1566, -0.1345], [-0.1622, 0.3553, -0.8975], [1.1482, -1.1744, 0.4775], [-0.8754, 0.2930, 1.5411], [-1.9391, -1.0855, -0.2223], [-2.2590, 1.2500, -0.2316], [-1.1453, 0.0452, 0.1492], [1.5518, 0.7057, 0.3944], [2.1940, -0.2326, -1.0764]]}

---

--- y ---
{"formula": "CH2FO4S", "method": "ωB97M-V with the def2-TZVPD basis set", "orbital_gap_ev": 7.787, "lumo_energy_ev": 3.888, "charge": -1, "symbols": ["C", "O", "O", "O", "O", "F", "S", "H", "H"], "coordinates": [[0.7663, 0.4623, 0.5458], [0.3481, 0.0175, -2.0710], [-1.6031, 0.0775, -0.5680], [-0.1924, -1.9130, -0.6396], [0.5029, 1.6675, 0.5835], [2.0604, -0.0752, 0.7035], [-0.1322, -0.5043, -0.7402], [-0.2422, -0.3542, 2.0453], [-1.5078, 0.6219, 0.1406]]}

---

Relative energy of each structure, in eV: w 0.000; x 0.177; y 2.301.

---

--- w ---
{"formula": "CHN3O3", "method": "ωB97M-V with the def2-TZVPD basis set", "orbital_gap_ev": [8.615, 8.665], "lumo_energy_ev": [-0.157, -0.270], "charge": 0, "symbols": ["C", "N", "N", "N", "O", "O", "O", "H"], "coordinates": [[1.3720, 0.4828, -0.0214], [-0.0907, 1.3040, 0.0502], [-0.9368, 0.3981, 0.0591], [-0.5499, -0.8725, -0.0217], [2.4459, 0.9363, 0.0419], [0.9000, -0.7881, -0.0276], [-1.1943, -1.9236, 0.0419], [-1.9463, 0.4630, -0.1224]]}

---

--- x ---
{"formula": "CHN3O3", "method": "ωB97M-V with the def2-TZVPD basis set", "orbital_gap_ev": 10.203, "lumo_energy_ev": 0.405, "charge": 0, "symbols": ["O", "N", "C", "O", "N", "N", "O", "H"], "coordinates": [[-1.9759, 0.2341, -0.5211], [-1.1494, -0.4394, 0.3838], [0.0541, -0.1488, 0.1923], [1.0577, -0.6497, 0.9773], [2.2214, -0.0989, 0.4861], [1.9960, 0.6104, -0.4944], [0.6420, 0.6303, -0.7637], [-2.8458, -0.1379, -0.2603]]}

---

Relative energy of each structure, in eV: w 1.414; x 0.000.